1.
The following is a quantum chemistry calculation of a 2-piece molecular cluster, C5H14N5P overall at a distorted geometry, from the Open Molecules 2025 dataset.

Summary:
* lowest unoccupied orbital energy: -10.16 eV
* charge: +2
* multiplicity: 1
* orbital gap: 6.871 eV
* HOMO energy: -0.6258 hartree

Positions of all 25 atoms, in Å:
C1 0.6171 -0.1543 -0.1125
C2 -1.1844 1.6278 -0.0035
C3 2.5618 -1.4779 -0.5042
C4 2.8496 0.9909 -0.1602
C5 -2.8678 -1.7665 0.7197
N1 -0.2266 -1.1655 -0.3098
N2 -2.0017 0.6986 -0.3911
N3 0.0869 1.1646 0.1578
N4 1.9406 -0.2106 -0.1589
N5 -1.5555 2.8517 0.2073
P1 -1.8636 -0.9324 -0.4715
H1 2.0526 -1.9555 -1.2483
H2 3.5648 -1.4147 -0.9407
H3 2.6676 -2.0910 0.2661
H4 2.1831 1.8385 -0.1902
H5 3.4407 0.8606 0.7528
H6 3.4606 0.8135 -0.9927
H7 -2.1478 -2.0896 1.4812
H8 -3.5687 -1.0026 1.0246
H9 -3.3093 -2.5710 0.0557
H10 -3.6511 0.9904 -0.8397
H11 0.8197 1.6760 0.6053
H12 -2.4320 3.2575 -0.1454
H13 -0.8603 3.5112 0.5194
H14 -2.2332 -1.2707 -1.7030

***

2.
The following is a quantum chemistry calculation of an isolated ion of composition C5H14N8 and charge +2 at a distorted geometry, from the Open Molecules 2025 dataset.

Summary:
* lowest unoccupied orbital energy: -6.59 eV
* charge: +2
* multiplicity: 1
* orbital gap: 7.707 eV
* HOMO energy: -0.5255 hartree

Positions of all 27 atoms, in Å:
C1 -1.4412 1.2934 -0.7655
C2 2.0446 -0.3230 -0.7357
C3 -1.2495 -1.0577 0.2386
C4 0.1809 -0.7914 0.6822
C5 0.6675 1.3317 0.3392
N1 -0.3723 1.8566 -0.4339
N2 1.1834 -1.2257 -0.2525
N3 -1.8841 0.0133 -0.5298
N4 1.8250 0.9567 -0.4173
N5 3.0675 -0.6728 -1.4989
N6 0.4220 -1.2373 1.9946
N7 0.8778 1.9225 1.5610
N8 -3.2615 -0.2739 -0.8085
H1 -2.1262 1.8887 -1.3641
H2 -1.2713 -1.9617 -0.3921
H3 -1.8299 -1.2460 1.1475
H4 1.4120 -2.2132 -0.3124
H5 2.4174 1.6816 -0.8067
H6 3.2456 -1.6359 -1.7345
H7 3.6796 0.0177 -1.9049
H8 1.3828 -1.1444 2.2941
H9 -0.1960 -0.8404 2.6880
H10 0.2650 2.6882 1.7988
H11 1.8287 2.0375 1.8759
H12 -3.8830 -0.1225 0.0165
H13 -3.3692 -1.2671 -1.0998
H14 -3.6156 0.3253 -1.5796

***

3.
The following is a quantum chemistry calculation of C5H14NO as an isolated structure at a distorted geometry, from the Open Molecules 2025 dataset.

Summary:
* lowest unoccupied orbital energy (spin up / spin down): -2.26 / -2.35 eV
* <S²>: 0.784
* multiplicity: 2
* orbital gap (spin up / spin down): 5.432 / 5.113 eV
* HOMO energy (spin up / spin down): -0.2826 / -0.2742 hartree

Positions of all 21 atoms, in Å:
C1 -0.0320 0.6055 1.3165
C2 0.0238 -0.6172 0.4427
C3 1.4093 -1.2102 0.4265
C4 2.4125 -0.6183 -0.3269
C5 2.2621 0.4502 -1.1710
N1 -2.9515 -1.1320 -0.5307
H1 1.1274 1.1150 1.0970
H2 -0.7116 1.3356 0.8151
H3 -0.0649 0.4670 2.3942
H4 -0.7114 -1.3570 0.7786
H5 -0.2191 -0.2751 -0.5584
H6 1.7555 1.5769 1.1421
H7 1.6982 -2.1136 0.9506
H8 3.4112 -1.0288 -0.2647
H9 1.2996 0.8058 -1.5186
H10 3.0884 0.9695 -1.6421
H11 -3.8057 -1.6748 -0.5539
H12 -2.9554 -0.3280 0.0898
H13 -2.1585 2.2821 -0.9329
H14 -2.9291 -0.6958 -1.4466
O1 -1.9486 1.4432 -0.5073

***

4.
The following is a quantum chemistry calculation of a 2-piece molecular cluster, C5H14NO overall, from the Open Molecules 2025 dataset.

Summary:
* lowest unoccupied orbital energy (spin up / spin down): 0.76 / 0.70 eV
* <S²>: 0.751
* multiplicity: 2
* orbital gap (spin up / spin down): 3.535 / 10.015 eV
* HOMO energy (spin up / spin down): -0.1018 / -0.3425 hartree

Positions of all 21 atoms, in Å:
C1 2.9560 -0.1783 0.1195
C2 2.4461 -0.7063 1.2196
O1 1.3372 -1.5181 1.2036
H1 3.7923 0.4993 0.2039
H2 2.5751 -0.4194 -0.8616
H3 2.8501 -0.4947 2.2022
H4 1.1954 -1.8814 2.0870
C3 -1.6853 1.8069 0.6879
C4 -1.8878 0.7114 -0.3400
N1 -0.6266 -0.0487 -0.5594
C5 -0.7407 -1.1418 -1.5601
H5 -0.9233 2.5083 0.3602
H6 -2.6243 2.3466 0.8292
H7 -1.3788 1.3842 1.6469
H8 -2.6372 -0.0065 -0.0182
H9 -2.1743 1.1136 -1.3111
H10 -0.2804 -0.4404 0.3349
H11 0.1097 0.6387 -0.8828
H12 -1.5277 -1.8175 -1.2348
H13 0.2108 -1.6628 -1.6073
H14 -0.9862 -0.6929 -2.5197

***

5.
The following is a quantum chemistry calculation of a 2-piece molecular cluster, C5H14NO overall at a distorted geometry, from the Open Molecules 2025 dataset.

Summary:
* lowest unoccupied orbital energy: -3.50 eV
* charge: +1
* multiplicity: 1
* orbital gap: 9.387 eV
* HOMO energy: -0.4737 hartree

Positions of all 21 atoms, in Å:
C1 0.1800 1.1321 -1.2686
C2 0.5436 -0.2135 -0.4656
C3 -0.4231 -1.3592 -0.0782
C4 -0.5240 -1.5908 1.2428
C5 -1.0245 -2.0719 -1.1932
N1 -0.6857 1.9244 -0.2488
H1 0.9271 1.7225 -1.8234
H2 -0.6177 0.8084 -2.0729
H3 0.9142 0.1158 0.5774
H4 1.2554 -0.7023 -1.0309
H5 0.1239 -1.1329 2.0542
H6 -1.0225 -2.4170 1.5806
H7 -2.0054 -1.7463 -1.2737
H8 -0.4685 -2.0789 -2.0702
H9 -1.1234 -3.1692 -0.8654
H10 -1.2169 1.3370 0.3583
H11 -0.2071 2.5968 0.3021
H12 -1.4745 2.4027 -0.6666
H13 2.4846 0.9481 1.9854
H14 2.0469 2.1260 1.4178
O1 1.5840 1.2922 1.7307

***

6.
The following is a quantum chemistry calculation of a 2-piece molecular cluster, C5H14NO overall at a distorted geometry, from the Open Molecules 2025 dataset.

Summary:
* lowest unoccupied orbital energy: -7.39 eV
* charge: +1
* multiplicity: 1
* orbital gap: 6.771 eV
* HOMO energy: -0.5206 hartree

Positions of all 21 atoms, in Å:
C1 2.2245 1.1107 0.2304
C2 1.1086 0.2239 -0.2881
C3 0.0137 0.1044 0.8636
C4 -1.2500 -0.6399 0.6248
C5 -2.3354 0.1636 -0.0127
O1 -1.7613 0.9681 -0.9781
N1 1.6067 -1.0208 -0.7776
H1 2.7304 0.6989 1.1076
H2 2.9682 1.2206 -0.5458
H3 1.8455 2.1011 0.4679
H4 0.6848 0.7579 -1.1481
H5 0.5175 -0.3519 1.7127
H6 -0.1868 1.1373 1.1692
H7 -1.0316 -1.4078 -0.2720
H8 -1.6585 -1.1570 1.4937
H9 -2.9762 0.7232 0.6728
H10 -2.9915 -0.5652 -0.5023
H11 -1.3775 0.2559 -1.4731
H12 -1.0203 -1.1709 -1.0758
H13 0.8728 -1.5419 -1.2329
H14 2.0164 -1.6101 -0.0361

***

7.
The following is a quantum chemistry calculation of a 2-piece molecular cluster, C5H14NO overall at a distorted geometry, from the Open Molecules 2025 dataset.

Summary:
* lowest unoccupied orbital energy: -2.96 eV
* charge: +1
* multiplicity: 1
* orbital gap: 12.193 eV
* HOMO energy: -0.5567 hartree

Positions of all 21 atoms, in Å:
C1 -0.7623 1.5383 -0.4607
C2 0.7094 0.9528 -0.4880
N1 0.8309 0.2486 0.8953
C3 0.8130 -1.2118 0.7253
C4 0.4809 -1.5379 -0.7592
C5 0.8255 -0.2324 -1.4601
H1 -1.2967 0.8047 0.1937
H2 -1.1200 1.6321 -1.4792
H3 -0.6773 2.5179 -0.0004
H4 1.4340 1.7429 -0.5492
H5 -0.0046 0.4786 1.4590
H6 1.5914 0.5883 1.4830
H7 1.8293 -1.6531 0.8237
H8 0.1685 -1.8232 1.3610
H9 1.2163 -2.3380 -1.0115
H10 -0.4694 -1.8314 -1.2147
H11 0.1737 0.0310 -2.3295
H12 1.7865 -0.3055 -1.9744
H13 -2.8193 -0.5998 1.7275
H14 -2.5699 0.9241 1.4310
O1 -2.1401 0.0739 1.6275

***

8.
The following is a quantum chemistry calculation of C5H14NO as an isolated structure at a distorted geometry, from the Open Molecules 2025 dataset.

Summary:
* lowest unoccupied orbital energy: -7.41 eV
* charge: +1
* multiplicity: 1
* orbital gap: 4.545 eV
* HOMO energy: -0.4394 hartree

Positions of all 21 atoms, in Å:
C1 -0.4090 -1.2716 0.2908
C2 -0.2513 0.2043 0.1675
C3 0.0788 0.8407 1.4452
C4 1.4014 0.8691 1.9066
C5 2.4899 0.6201 1.1352
N1 -2.5732 0.4081 -1.8360
H1 0.6724 -1.6640 0.8345
H2 -0.4765 -1.8225 -0.6353
H3 -1.2039 -1.4930 1.0069
H4 -1.1922 0.6647 -0.2429
H5 0.5660 0.3837 -0.5522
H6 1.3265 -2.0717 1.0649
H7 -0.6330 1.1587 2.2060
H8 1.5217 1.1553 2.9437
H9 2.4701 0.5203 0.0506
H10 3.4713 0.6325 1.5755
H11 -3.1681 -0.3928 -1.9426
H12 -3.0138 1.3023 -1.9722
H13 0.4288 -0.1448 -3.1358
H14 -1.5650 0.2933 -2.0717
O1 0.0592 -0.1927 -2.2386

***

9.
The following is a quantum chemistry calculation of a 2-piece molecular cluster, C5H14NO overall at a distorted geometry, from the Open Molecules 2025 dataset.

Summary:
* lowest unoccupied orbital energy: -2.67 eV
* charge: +1
* multiplicity: 1
* orbital gap: 11.495 eV
* HOMO energy: -0.5206 hartree

Positions of all 21 atoms, in Å:
O1 0.0885 1.1502 1.2460
C1 0.0462 2.3546 1.3816
C2 0.7938 3.3299 0.5533
H1 -0.5806 2.7728 2.1818
H2 1.3286 2.8729 -0.2697
H3 1.4632 3.9044 1.1943
H4 0.1037 4.0828 0.1627
C3 -0.8438 -0.8108 -2.1604
C4 -0.0933 -1.7008 -1.1929
N1 -0.4224 -1.3313 0.2263
C5 0.3757 -2.0762 1.2204
H5 -0.5918 0.2315 -1.9454
H6 -0.5360 -1.0195 -3.1818
H7 -1.9271 -0.9189 -2.1222
H8 -0.3704 -2.7462 -1.3142
H9 0.9807 -1.5670 -1.2904
H10 -1.4165 -1.4654 0.4066
H11 -0.2291 -0.3348 0.3987
H12 0.2666 -3.1563 1.2028
H13 0.1292 -1.7118 2.2166
H14 1.4347 -1.8602 1.0858

***

10.
The following is a quantum chemistry calculation of a 2-piece molecular cluster, C5H14NO overall at a distorted geometry, from the Open Molecules 2025 dataset.

Summary:
* lowest unoccupied orbital energy: -3.07 eV
* charge: +1
* multiplicity: 1
* orbital gap: 12.160 eV
* HOMO energy: -0.5598 hartree

Positions of all 21 atoms, in Å:
C1 -0.5053 -0.0750 -1.9353
C2 -0.7005 0.1805 -0.5426
N1 0.4445 -0.4482 0.3052
C3 0.6809 0.3990 1.5422
C4 0.4214 1.8341 0.9300
C5 -0.6203 1.7359 -0.1556
H1 -0.2709 -1.1392 -2.0343
H2 0.2861 0.5068 -2.4366
H3 -1.4427 0.1432 -2.4682
H4 -1.6774 -0.1779 -0.1656
H5 1.3699 -0.3579 -0.3088
H6 0.2081 -1.5398 0.4786
H7 -0.0964 0.2927 2.3573
H8 1.7154 0.2220 1.8536
H9 0.0875 2.4301 1.8675
H10 1.4071 2.2716 0.5864
H11 -0.3994 2.0968 -1.1592
H12 -1.6224 2.2458 0.2036
H13 -0.4915 -3.6142 0.1265
H14 0.9761 -3.7869 0.3677
O1 0.2298 -3.2193 0.5874

***

Short version: DFT total energy = -22131.857; -17315.482; -8941.415; -8945.426; -8940.788; -8937.581; -8942.643; -8933.216; -8943.357; -8942.747 eV, in the order given.